The following is a DFT calculation (ωB97M-V/def2-TZVPD) of a cluster of 3 separate species, C3H11NO4 in total in a non-equilibrium geometry.

Structure (ORCA input):
```
! RIJCOSX wB97M-V def2-TZVPD def2/J DEFGRID3
* xyz 0 1
C 1.088 -2.578 1.618
C 1.853 -1.799 0.574
N 1.097 -1.477 -0.682
C 0.627 -0.254 -0.868
O 0.454 0.533 0.074
O 0.192 0.088 -2.139
H 1.371 -3.595 1.656
H 1.294 -2.272 2.697
H 0.033 -2.475 1.614
H 2.328 -0.876 0.938
H 2.725 -2.214 0.102
H 0.796 -2.185 -1.389
H -0.394 0.959 -2.038
O -2.038 2.104 2.028
H -1.837 1.885 3.010
H -1.429 1.605 1.537
O -2.319 2.492 -1.205
H -2.459 3.427 -0.921
H -1.831 2.121 -0.448
*
```

The calculation puts the energy at -12969.443 eV. The calculation puts the energy relative to the best compared isomer or geometry (same formula, charge and spin) at 156.02 kJ/mol. The SMILES is CCNC(=O)O.O.O. Its HOMO-LUMO gap is 10.65 eV.

The following is a DFT calculation (ωB97M-V/def2-TZVPD) of a cluster of 3 separate species, C3H11NO4 in total in a non-equilibrium geometry.

Structure (ORCA input):
```
! RIJCOSX wB97M-V def2-TZVPD def2/J DEFGRID3
* xyz 0 1
C 0.526 0.942 2.971
C -0.478 0.163 2.102
N -0.003 0.004 0.731
C -0.481 0.781 -0.265
O -1.531 1.376 -0.311
O 0.376 0.723 -1.324
H 0.348 0.777 4.029
H 1.509 0.544 2.771
H 0.474 1.987 2.703
H -0.716 -0.782 2.576
H -1.328 0.807 1.938
H 0.871 -0.454 0.560
H 0.153 1.253 -2.096
O 1.963 -1.566 -2.839
H 1.687 -2.439 -2.540
H 1.441 -0.962 -2.296
O -1.837 -0.967 -3.228
H -1.755 -0.494 -2.389
H -1.218 -1.693 -3.094
*
```

The calculation puts the energy at -12970.192 eV. The calculation puts the energy relative to the best compared isomer or geometry (same formula, charge and spin) at 83.69 kJ/mol. The SMILES is CCNC(=O)O.O.O. Its HOMO-LUMO gap is 10.78 eV.

The following is a DFT calculation (ωB97M-V/def2-TZVPD) of a cluster of 3 separate species, C3H11NO4 in total in a non-equilibrium geometry.

Structure (ORCA input):
```
! RIJCOSX wB97M-V def2-TZVPD def2/J DEFGRID3
* xyz 0 1
C -0.227 -1.891 1.057
N -0.318 -0.406 0.989
C 0.993 0.265 1.163
C 1.766 0.439 -0.157
O 2.637 -0.354 -0.451
O 1.522 1.543 -0.824
H -0.558 -2.304 0.093
H 0.783 -2.255 1.246
H -0.938 -2.298 1.783
H -0.814 -0.142 1.827
H 1.678 -0.203 1.873
H 0.733 1.231 1.584
H 0.556 1.881 -0.723
O -0.825 2.149 -0.744
H -1.167 1.584 -1.462
H -1.179 1.648 0.010
O -1.539 0.049 -2.260
H -1.007 -0.718 -2.010
H -2.096 -0.218 -2.995
*
```

The calculation puts the energy at -12969.398 eV. The calculation puts the energy relative to the best compared isomer or geometry (same formula, charge and spin) at 160.35 kJ/mol. The SMILES is CNCC(=O)O.O.O. Its HOMO-LUMO gap is 9.80 eV.

The following is a DFT calculation (ωB97M-V/def2-TZVPD) of a cluster of 2 separate species, C3H11NOS2 in total in a non-equilibrium geometry.

Structure (ORCA input):
```
! RIJCOSX wB97M-V def2-TZVPD def2/J DEFGRID3
* xyz 0 1
C -2.249 -0.648 -0.370
C -0.717 -0.642 -0.555
N -0.329 0.106 -1.744
C -0.059 -0.152 0.711
S 1.739 -0.225 1.006
S 1.858 -2.350 0.829
H -2.484 0.289 0.135
H -2.700 -0.746 -1.347
H -2.542 -1.529 0.203
H -0.443 -1.694 -0.771
H -0.467 1.110 -1.676
H 0.678 0.032 -1.869
H -0.295 0.916 0.890
H -0.508 -0.742 1.539
H 2.609 -2.570 1.973
O -3.177 5.302 -1.534
H -2.495 5.902 -1.200
H -2.825 4.427 -1.478
*
```

The calculation puts the energy at -28497.226 eV. The calculation puts the energy relative to the best compared isomer or geometry (same formula, charge and spin) at 35.75 kJ/mol. The SMILES is C[C@@H](N)CSS.O. Its HOMO-LUMO gap is 8.97 eV.